Formula: H39O20
Source: the Open Molecules 2025 dataset
Level of theory: the ωB97M-V functional and the def2-TZVPD basis

Each line ends with the natural charge from an NBO analysis.
Atoms and positions in Å:
O -1.630 1.262 0.332  -1.010
O 3.547 3.198 3.059  -0.965
O 1.890 2.208 0.259  -1.044
O -0.180 -4.897 0.119  -0.973
O -2.580 4.554 -1.864  -0.964
O 0.347 -5.063 -2.654  -0.963
O 3.784 -1.607 3.117  -0.965
O -2.064 0.212 -5.163  -0.961
O 0.816 0.248 1.287  -1.225
O 0.913 2.939 -2.117  -0.998
O 0.755 -1.987 -0.325  -1.009
O 4.186 -3.924 -1.573  -0.951
O -2.405 -1.184 2.729  -0.959
O -0.673 -0.980 -3.202  -0.939
O -2.503 1.626 -2.145  -1.004
O -2.467 1.512 4.384  -0.965
O 0.219 1.877 3.621  -0.976
O -3.553 3.348 1.663  -0.953
O 2.896 -1.155 0.708  -1.016
O -1.120 -3.434 -3.894  -0.983
H -2.243 -0.523 3.423  0.471
H 4.485 -3.112 -1.035  0.470
H -2.298 -0.719 1.875  0.488
H 2.839 2.125 0.293  0.456
H 1.182 1.879 3.290  0.505
H 1.126 2.540 -1.204  0.498
H 3.248 -0.482 0.139  0.462
H -1.964 2.064 0.749  0.483
H 4.095 2.409 3.308  0.482
H -2.004 0.664 -4.284  0.469
H -0.240 -5.561 -2.065  0.485
H 2.078 -0.685 1.009  0.496
H -3.323 2.737 2.425  0.481
H 0.151 -0.575 -2.877  0.484
H -0.771 -3.304 -2.992  0.505
H 1.543 1.232 0.585  0.505
H -2.885 3.933 -2.500  0.483
H 0.031 -5.122 -3.532  0.482
H -1.805 -2.784 -4.067  0.474
H -4.372 3.569 2.114  0.470
H -1.994 1.185 -1.456  0.506
H -2.377 4.207 -1.001  0.481
H -0.241 -3.979 -0.299  0.499
H -1.513 1.349 4.363  0.495
H -0.140 -4.588 1.049  0.469
H 3.023 3.023 2.292  0.482
H -1.070 -0.174 -2.833  0.459
H 0.607 -1.107 0.105  0.501
H 4.299 -2.002 2.450  0.466
H -2.334 2.375 4.809  0.467
H 3.041 -1.214 2.596  0.486
H -0.136 2.497 2.997  0.477
H -0.028 2.845 -2.237  0.462
H 1.398 -2.456 0.221  0.484
H -3.398 1.788 -1.809  0.480
H 3.408 -3.657 -2.045  0.481
H -0.681 1.139 0.567  0.519
H 0.562 0.267 2.190  0.477
H -1.479 -0.537 -4.952  0.483

HOMO-LUMO gap (eV): 9.609
Energy relative to the best compared isomer or geometry (same formula, charge and spin) (kJ/mol): 361.4
Charge: -1